Record 1
23
Properties=species:S:1:pos:R:3:forces:R:3 method="wB97M-V/def2-TZVPD" e_lumo_ev=2.60 total_charge=-1 multiplicity=1 e_above_lowest_kj_mol=73.4 energy_ev=-155035.4960
O -1.540874 -1.383012 -3.726718 0.07 -0.05 0.03
N 1.481676 2.068515 5.249467 -0.03 0.01 -0.07
C -2.470222 -0.766194 -3.026723 -0.03 -0.03 0.00
C -2.936191 0.461525 -0.871579 -0.01 -0.04 -0.03
H -3.985100 0.673230 -0.989025 0.01 0.00 -0.01
N -0.958973 0.454992 0.128742 0.02 -0.20 -0.13
O 1.433867 -0.501005 -0.486923 -0.03 0.06 -0.01
C -2.063818 -0.198337 -1.712290 0.05 0.04 0.05
H 3.724770 -0.226351 0.376289 0.01 0.02 -0.03
Cu 0.785807 0.629470 1.311719 -0.36 0.33 0.12
H -0.641516 -1.391835 -3.246277 -0.01 0.10 0.00
Cl 5.224299 -1.295352 1.859234 0.03 -0.03 -0.03
Se -0.313366 2.226506 2.864483 0.11 0.05 -0.05
C -0.823968 -0.170623 -1.023518 -0.14 0.02 -0.10
N -2.233412 0.830346 0.211566 -0.08 0.03 0.00
H -2.540681 1.314703 1.040544 -0.01 -0.01 0.01
O 0.687289 -1.293464 -2.443859 -0.08 -0.05 -0.07
H 3.006452 -1.662675 1.131188 -0.01 -0.03 0.01
O -3.613533 -0.658099 -3.415487 0.02 0.02 0.01
Cl 2.820562 0.247161 2.504578 0.35 -0.28 -0.09
C 0.782560 2.134324 4.328917 -0.02 -0.03 0.08
C 3.624019 -0.791377 1.290533 0.03 0.10 0.21
C 0.550356 -0.702449 -1.354858 0.10 -0.01 0.09

=====

Record 2
76
Properties=species:S:1:pos:R:3:forces:R:3 method="wB97M-V/def2-TZVPD" e_lumo_ev="1.16 / 1.25" total_charge=-1 multiplicity=2 e_above_lowest_kj_mol=17.2 energy_ev=-215229.3786
C 4.056248 3.815905 0.784027 0.03 -0.01 -0.03
C 0.689459 -3.005435 -1.673731 -0.03 -0.02 0.02
C 1.461632 1.465702 -6.629585 0.01 0.00 0.00
C -1.986403 -2.692341 0.928127 0.01 0.03 -0.06
C -0.828801 2.181565 -6.643700 0.01 0.00 -0.02
Re 0.306647 -0.361276 0.050940 -0.11 -0.14 0.32
H 2.374432 0.896852 4.182899 -0.01 0.00 -0.01
H 3.331074 2.434893 -2.988387 -0.02 0.01 0.00
C 2.714199 3.990209 2.769611 0.01 -0.01 -0.03
C -2.074139 -2.138786 3.434944 0.01 -0.01 0.01
C -0.024041 1.018403 2.714114 0.01 -0.12 -0.01
C 3.825597 4.490185 -2.668907 -0.01 0.01 -0.03
H 3.247574 5.657450 1.534399 0.00 0.00 0.00
C 4.153382 2.446377 0.972928 -0.01 0.02 -0.01
H -2.413801 -1.194833 3.854967 -0.01 0.00 0.00
C -2.594380 -2.858082 -1.419813 -0.04 -0.03 0.02
H 2.342578 1.120684 -7.156041 0.00 0.00 0.00
S 0.291385 2.088851 4.097578 0.00 -0.03 0.04
C -3.142798 -4.651894 0.083483 0.00 -0.03 0.04
C 2.639768 -6.287199 -1.353501 0.31 0.36 -0.49
Se 1.414375 0.357238 -2.088527 0.00 -0.06 -0.12
Se -1.497165 2.648220 -1.926592 -0.02 -0.01 -0.05
H -3.560443 -5.634300 0.255099 0.00 0.00 0.00
H -2.569808 -4.389831 2.111131 0.00 -0.01 0.00
H -1.293835 -2.511521 4.100723 0.00 0.02 0.00
O 3.679265 -6.565348 -0.736235 -0.11 -0.12 0.22
H 4.696352 1.834445 0.263434 0.00 0.00 0.00
C 2.494150 -1.890619 1.251253 -0.01 -0.14 -0.07
H 2.386024 2.421320 5.069591 0.00 0.01 -0.02
C -2.579019 -3.950093 1.123503 -0.02 0.01 0.01
C 2.114984 1.953024 4.120999 0.01 0.03 0.02
C 1.592133 3.602959 -2.498852 -0.01 0.00 0.04
C 2.013155 5.924832 -2.019188 0.02 0.00 0.00
C 0.367301 2.035785 -4.557746 0.00 0.01 0.04
H 4.527825 4.282343 -0.071688 -0.03 -0.02 0.05
H 0.271728 1.646889 -8.406775 0.00 0.00 0.00
C 3.335263 4.588689 1.686028 -0.03 -0.01 0.04
C 2.949741 3.420065 -2.750270 0.05 -0.01 0.00
H 2.126912 4.587962 3.457758 0.00 0.00 0.00
H -1.742168 2.403493 -7.181444 0.00 0.00 0.00
H 0.077845 4.985725 -1.901776 0.01 -0.01 0.01
N 1.084576 -2.312620 -0.601683 0.09 -0.02 -0.07
H -0.029060 -2.515074 -2.315857 0.01 0.01 -0.01
C -3.172252 -4.086001 -1.190898 0.01 0.04 -0.04
C 3.357882 5.747358 -2.307575 -0.03 -0.01 0.00
O -1.337624 -1.034719 -0.690918 0.22 0.14 -0.18
C 3.534677 1.847379 2.062338 0.01 0.02 0.03
C -1.504544 -1.910493 2.065163 0.02 -0.02 -0.03
H -3.631345 -4.622781 -2.011084 0.00 0.00 0.00
H -1.671778 2.645090 -4.716377 -0.01 0.00 0.01
C -0.795269 2.319994 -5.262098 0.01 0.04 0.02
C 2.027918 -2.842077 0.192704 0.07 0.01 0.02
H 4.878381 4.338010 -2.872973 0.00 0.00 0.00
C 2.563052 -4.093474 -0.013123 -0.01 0.02 -0.01
O 1.991820 -6.910941 -2.211459 -0.13 -0.15 0.12
C 2.808763 2.614784 2.964871 0.04 0.00 -0.03
H -2.902160 -2.837665 3.410176 -0.01 -0.02 0.00
H 3.591081 0.774581 2.196379 0.01 0.00 0.00
N -0.642268 -0.964438 1.870573 -0.02 0.06 -0.15
O 1.951340 -0.695996 1.097048 -0.16 0.20 0.00
C 0.298377 1.757810 -7.329987 -0.02 0.01 0.01
S 0.123622 1.668627 1.089182 -0.01 0.03 -0.02
C -1.959708 -2.169067 -0.380541 -0.03 -0.06 0.20
H 1.644113 6.897132 -1.717528 0.01 0.00 0.00
N -0.375093 -0.182652 2.994136 0.00 0.06 0.10
H 0.816255 -4.847608 -2.781387 0.01 0.00 0.00
C 1.495247 1.600971 -5.251495 0.02 -0.04 -0.01
C 2.107139 -4.850096 -1.089080 -0.09 -0.13 0.16
H 4.044999 6.581340 -2.235656 0.00 0.01 0.00
P 0.405129 2.229730 -2.732874 0.00 0.03 -0.07
H -2.582188 -2.407673 -2.403600 0.00 0.00 0.00
C 1.167243 -4.275432 -1.933406 -0.04 0.00 0.03
H 3.335687 -4.483579 0.634597 -0.01 0.00 0.01
H 2.399955 1.340891 -4.717289 -0.01 0.00 0.00
C 1.131000 4.857025 -2.118563 -0.02 0.02 -0.03
O 3.289609 -2.155040 2.116707 0.03 0.00 -0.03

=====

Record 3
69
Properties=species:S:1:pos:R:3:forces:R:3 method="wB97M-V/def2-TZVPD" e_lumo_ev="-3.65 / -3.65" total_charge=+1 multiplicity=1 e_above_lowest_kj_mol=0.0 energy_ev=-111445.5001
H 0.022075 -3.268242 3.668274 -0.02 0.00 0.00
H 3.243816 1.134206 0.417497 0.01 -0.02 -0.01
N -1.710115 2.251040 -0.992871 -0.02 -0.01 0.02
C -0.922359 0.537869 -4.045356 -0.02 -0.02 0.02
H 1.610178 -4.862883 -1.841422 0.00 0.01 -0.01
H 2.307150 0.192513 -2.939528 0.00 0.01 0.00
C -0.404116 -4.103065 3.115149 0.04 0.00 0.02
P 0.695380 -1.439432 1.485159 -0.04 0.07 -0.07
H -0.153929 -3.464443 -3.241614 0.00 -0.02 0.00
H 2.210548 -0.700438 -4.465044 -0.01 -0.01 0.00
C -1.975815 -1.622376 1.948785 0.00 0.00 0.01
C 3.948446 -2.109261 3.880991 -0.01 -0.01 0.00
H 0.800600 -6.765173 -0.466334 0.00 0.00 0.00
H 0.068771 1.117764 4.966090 0.00 0.00 0.00
C -3.259051 -0.493713 3.616451 0.00 -0.01 -0.01
C 4.226203 -0.030810 2.690539 0.01 0.00 0.02
C -0.616085 -2.652851 -3.802384 -0.02 -0.01 0.01
H 4.332606 -2.852516 4.566274 -0.01 0.00 0.00
H -0.093608 -6.356183 1.781950 0.00 0.00 0.00
C 1.100582 -3.408158 -0.352375 0.00 0.00 0.00
H -0.823639 0.424207 -5.125333 -0.01 -0.01 0.00
C 2.244100 -1.326321 2.386720 0.02 -0.03 0.02
H -3.248421 2.819872 -2.316240 0.00 0.00 0.01
C 1.963605 -0.731105 -3.403616 -0.02 -0.02 0.01
C -3.072254 2.683983 -1.246935 -0.01 0.00 -0.03
C 2.721295 -2.292010 3.273592 0.00 -0.01 0.00
N -0.776029 4.115751 -1.940889 0.01 -0.01 -0.01
Ge 0.038672 -0.928289 -3.171341 0.05 -0.02 0.02
H 4.824483 0.841592 2.457083 0.00 0.00 0.00
C 0.236868 -5.519189 1.178942 -0.02 0.01 0.00
H -3.749026 1.915011 -0.887021 0.00 0.01 0.01
H 1.471215 -2.576078 -0.940167 0.01 0.00 0.00
C 0.577994 -3.161946 0.920100 0.02 0.00 -0.01
S 0.966894 2.384770 -1.024451 -0.03 -0.05 0.06
H 2.152723 1.722275 1.642271 0.05 -0.01 0.02
C 0.742892 -5.753079 -0.088211 0.00 0.00 -0.01
C -3.203670 -1.338886 2.517104 0.00 0.01 0.01
C 0.149342 -4.236723 1.718265 -0.01 0.02 0.00
C -0.396443 -0.733724 -1.239445 -0.09 0.01 -0.05
H -0.208014 -5.015789 3.676284 0.01 0.00 0.00
H -2.144304 0.716797 4.977887 0.00 0.00 0.00
H -1.984316 0.523372 -3.797856 0.01 0.01 0.00
C -0.631795 2.935793 -1.331913 0.03 0.00 -0.04
C 2.447954 0.815666 1.097779 -0.08 0.07 -0.03
H -1.224511 -1.383775 -0.928346 0.02 -0.03 0.01
C 4.696662 -0.971867 3.589074 0.01 0.02 0.00
C -2.093450 0.056313 4.121115 0.01 0.01 0.00
H -1.533040 1.363662 -0.537626 0.02 -0.01 0.01
H -1.484161 -3.949290 3.099958 0.00 -0.02 -0.01
H -1.696828 -2.722475 -3.674739 0.00 0.00 0.00
H 0.893442 1.061702 3.410420 0.00 -0.01 0.00
H 1.083412 -0.262624 4.548023 -0.01 0.00 0.00
C 0.368180 0.459076 4.153145 0.01 0.02 -0.02
H 0.045038 4.635878 -2.198142 -0.01 0.00 0.00
H -4.208548 -0.265076 4.082317 0.00 0.00 0.00
Pt 0.757465 0.226590 -0.044244 0.08 0.05 -0.01
C 2.987493 -0.194548 2.070051 0.05 0.01 0.02
H 2.499254 -1.567850 -2.954419 0.01 0.01 0.00
C -0.795210 -1.076755 2.461853 -0.03 -0.04 -0.06
H -3.297320 3.611370 -0.716628 0.00 0.00 0.00
H 2.152071 -3.190423 3.471195 0.01 0.00 0.01
H -1.677506 4.526823 -2.111399 0.01 0.01 0.01
H 5.661576 -0.830875 4.058527 0.00 0.00 0.00
H -1.927536 -2.304412 1.107031 0.00 0.01 -0.01
H -0.494167 1.498368 -3.763656 0.00 0.03 0.02
H -0.388571 -2.791050 -4.859403 0.01 0.02 0.00
C 1.188431 -4.691695 -0.859881 -0.01 -0.01 0.00
H -4.104810 -1.784029 2.116463 0.00 0.00 0.00
C -0.843791 -0.207484 3.559565 0.00 0.00 0.02

=====

Record 4
84
Properties=species:S:1:pos:R:3:forces:R:3 method="wB97M-V/def2-TZVPD" e_lumo_ev=2.28 total_charge=-1 multiplicity=1 e_above_lowest_kj_mol=8.8 energy_ev=-171377.4808
H 0.534329 1.893878 -4.605001 -0.02 0.00 -0.03
O -4.478939 2.672163 -1.654221 0.07 -0.11 0.03
H -2.427436 -3.771472 2.439767 -0.03 -0.04 0.00
C 4.466731 0.492463 -0.169860 0.02 0.01 0.01
Se -2.436587 0.402458 1.540178 -0.10 -0.06 -0.11
H -0.754437 1.095800 -2.658579 -0.01 -0.01 0.00
H 2.205332 -4.021847 0.899016 0.01 -0.01 -0.01
H 0.077238 -6.002154 -0.089028 -0.01 -0.01 -0.02
C 5.186428 1.007070 -1.268978 0.04 -0.02 0.04
C 2.372845 0.854990 -1.340836 -0.10 -0.07 0.01
H -0.229958 -4.610969 0.960064 -0.03 0.04 0.01
C -2.416679 -2.724085 2.138310 0.03 -0.08 -0.04
C 1.406309 0.102831 3.310617 0.27 0.13 0.17
H 2.514451 -5.402988 -0.164553 -0.01 -0.01 0.00
H -3.379865 -2.476776 1.688233 0.01 0.00 -0.01
H 2.985619 2.093405 -4.472978 0.02 0.01 -0.02
C 4.517018 1.423325 -2.381291 -0.03 0.01 -0.01
H -5.263678 4.502783 -1.372481 0.03 0.01 0.01
H 6.267230 1.062677 -1.228589 0.01 0.00 0.00
H -2.407548 -0.879355 -2.445635 -0.10 -0.01 0.07
C 3.103188 1.348255 -2.451699 0.04 0.00 -0.05
H 3.645675 -1.821877 -3.076928 0.03 0.03 0.00
C -3.363695 1.908522 -1.524213 -0.10 0.06 -0.17
H -0.377823 -1.954230 7.421316 0.02 0.02 0.00
N -0.529758 -2.319200 -1.434680 -0.05 -0.05 0.02
C 1.499442 -3.772793 -1.093678 -0.03 -0.02 -0.02
N 1.001719 0.228150 2.222030 -0.17 -0.01 0.07
C 1.515491 3.494377 1.289822 0.05 0.00 0.03
H -1.258985 -3.396689 6.917983 -0.01 -0.01 0.00
N -3.627908 0.636884 -1.928666 0.00 -0.11 0.10
H 4.995612 0.152912 0.711582 0.01 -0.01 0.01
C -1.900245 -2.429425 4.564813 0.06 -0.01 0.02
C 0.993945 -4.628745 -2.236658 0.03 0.00 0.04
H 2.436044 -2.948175 -3.688880 0.01 -0.02 -0.02
C 2.746573 3.971087 1.919054 -0.05 0.00 -0.06
O 0.820536 -2.002558 0.311408 -0.08 0.00 0.02
C 2.816936 -3.107554 -1.555835 0.03 -0.01 0.08
N -2.674981 -0.342309 -1.622231 -0.07 -0.06 -0.35
C 3.103805 0.419789 -0.204355 0.00 0.04 -0.03
C -2.042425 -0.461814 3.203578 0.03 0.14 0.09
H -2.385954 2.322127 3.775216 -0.01 -0.05 0.02
H -1.325239 2.235415 5.195341 0.02 0.00 -0.02
C 0.520314 -5.343310 0.660514 -0.03 -0.03 0.02
H -1.937460 -3.509925 4.649789 -0.01 -0.03 0.01
C 1.770772 -4.660074 0.128644 0.04 0.03 -0.01
C -1.523227 -0.291982 5.539117 0.01 -0.03 -0.01
Cl 2.428538 5.586442 2.604406 0.03 -0.02 0.00
H 2.571867 0.017787 0.643661 -0.07 -0.03 0.07
Cl 3.190576 2.837138 3.183430 0.02 -0.01 0.02
S 2.059897 0.023561 4.815064 -0.09 -0.06 -0.16
C 0.532038 -2.657111 -0.714507 0.06 0.07 0.05
N 0.548540 3.100313 0.819387 -0.12 0.04 -0.06
Tl -0.308816 0.149911 0.188317 0.05 0.00 0.27
O -2.296891 2.332209 -1.155898 0.01 0.08 0.11
O 1.564264 -5.637104 -2.604043 0.03 -0.06 -0.02
H -0.672175 2.028004 3.560150 0.00 -0.01 0.00
C -2.122411 -1.847408 3.320668 -0.06 -0.09 -0.05
C 2.697557 -2.307002 -2.844734 0.02 0.01 -0.04
H 5.056947 1.807238 -3.238844 0.01 0.01 -0.03
H -0.443462 -4.681152 -3.683921 0.02 0.02 0.04
C -1.601300 -1.669595 5.684153 0.01 0.01 -0.07
H -1.243438 0.316896 6.390623 0.01 0.02 0.03
C -0.853115 -3.015835 -2.547831 -0.04 0.05 0.02
H -2.107466 -2.083885 7.738006 0.01 0.01 0.00
C 2.413801 1.726149 -3.628746 0.03 0.01 -0.02
C -1.523904 1.813226 4.209915 -0.03 0.10 0.01
H 3.143056 -2.461202 -0.737645 0.01 -0.02 -0.03
C -1.323114 -2.312806 7.012106 -0.02 -0.04 0.07
O -1.768848 -2.703681 -3.297534 -0.08 0.00 -0.08
Cl 4.003754 4.089242 0.674225 0.02 -0.03 0.01
H -3.931214 4.096661 -0.247791 0.00 0.02 -0.02
H -3.564656 4.516701 -1.932133 -0.01 0.00 0.03
H 3.556705 -3.903013 -1.673738 -0.02 0.00 -0.01
C -4.287659 4.033664 -1.274951 -0.02 0.04 0.00
C 0.322842 1.143743 -2.589788 0.01 0.03 0.05
H 1.942035 -1.524039 -2.767622 -0.04 0.03 0.01
C -1.727160 0.328598 4.315458 0.05 0.05 0.00
H -3.031854 -0.979937 -0.917936 0.10 0.07 0.05
H -1.658624 -2.603401 1.360461 -0.01 0.03 -0.01
N -0.128815 -4.177493 -2.866631 -0.03 -0.01 -0.06
H -4.599164 0.387385 -2.049687 0.10 0.00 0.00
C 1.059523 1.614515 -3.700688 -0.05 -0.02 0.03
H 0.752656 -5.949262 1.536124 0.01 -0.02 0.02
C 0.947031 0.780653 -1.427835 0.20 0.04 -0.16